a | The following is a DFT calculation (ωB97M-V/def2-TZVPD) of a 3-piece molecular cluster, C2H10O3 overall.

Last column: Löwdin charge in e.
Geometry (Å):
C  -0.285  0.683  0.893  -0.285
O  -1.332  0.044  0.185  -0.113
C  -0.407  2.309  1.014  -0.016
H  -0.058  0.323  1.829  0.063
H  0.492  0.154  0.294  0.099
H  -2.192  0.299  0.609  0.102
H  0.042  2.622  1.848  0.012
H  -0.032  2.805  0.169  0.039
H  -1.513  2.504  0.731  0.106
H  -0.174  0.090  -2.439  0.022
H  1.137  -0.566  -2.014  0.127
O  0.761  0.155  -2.762  -0.155
H  0.261  -2.425  0.854  0.025
H  1.812  -2.584  1.335  0.024
O  1.119  -2.846  0.744  -0.050

Values from the calculation:
HOMO-LUMO gap, eV: 11.34
Highest occupied orbital energy, eV: -10.78
SMILES: CCO.O.O
Charge: 0


b | The following is a DFT calculation (ωB97M-V/def2-TZVPD) of a 4-piece molecular cluster, C2H10O3 overall.

Last column: Löwdin charge in e.
Geometry (Å):
C  -2.159  -0.923  -1.708  -0.068
C  -1.537  0.229  -1.275  -0.072
H  -2.021  -1.856  -1.176  0.026
H  -3.030  -0.929  -2.397  0.055
H  -0.859  0.294  -0.428  0.009
H  -1.677  1.197  -1.899  0.076
H  1.672  -1.221  0.568  0.002
H  2.467  -0.319  -0.332  0.044
O  2.405  -1.255  -0.055  -0.057
H  1.469  3.433  0.031  0.062
H  1.298  2.061  0.872  0.020
O  1.525  3.006  0.929  -0.084
H  -0.271  -1.756  1.970  0.020
H  -0.874  -1.466  0.667  0.038
O  -0.929  -1.160  1.629  -0.071

Values from the calculation:
HOMO-LUMO gap, eV: 10.56
Highest occupied orbital energy, eV: -10.33
SMILES: C=C.O.O.O
Charge: 0


The most stable arrangement is b, and the next structure is 0.385 eV less stable.